{
  "formula": "C24H22Cl5N2O2RbSSi",
  "method": "wB97M-V/def2-TZVPD",
  "elements": ["Rb", "Cl", "C", "C", "Cl", "C", "Cl", "C", "O", "C", "Cl", "C", "Cl", "C", "C", "O", "C", "C", "C", "C", "C", "C", "H", "H", "H", "H", "H", "H", "H", "H", "S", "C", "N", "C", "Si", "C", "C", "N", "C", "C", "C", "C", "C", "C", "H", "H", "H", "H", "H", "H", "H", "H", "H", "H", "H", "H", "H", "H"],
  "positions_angstrom": [[0.0859, 0.2578, 0.2119], [-4.5854, -6.2185, 0.1223], [-3.3052, -5.0748, 0.2630], [-3.4927, -3.8710, 0.9742], [-5.0455, -3.5804, 1.6359], [-2.4069, -3.0327, 1.0989], [-2.6783, -1.5142, 1.9298], [-1.1184, -3.2500, 0.4914], [-0.2031, -2.4075, 0.5044], [-1.0034, -4.5655, -0.1586], [0.5521, -4.8180, -0.8718], [-2.0367, -5.4389, -0.2142], [-1.8164, -6.9608, -0.9818], [-2.6067, 3.2703, -1.1179], [-3.0468, 1.7975, -1.1085], [-2.3999, 0.9278, -1.6721], [-4.3829, 1.4227, -0.4603], [-5.1536, 2.4636, 0.0639], [-6.4208, 2.1916, 0.5774], [-6.8661, 0.8698, 0.5932], [-6.0904, -0.1550, 0.0668], [-4.8442, 0.1101, -0.4454], [-3.1654, 3.8952, -0.4700], [-2.7687, 3.5186, -2.1640], [-1.5185, 3.2781, -0.9974], [-4.8976, 3.5220, -0.0658], [-7.0532, 2.9563, 1.0364], [-7.8762, 0.7132, 0.9511], [-6.4794, -1.1826, 0.1532], [-4.2770, -0.6345, -0.9319], [-2.0060, 5.0522, 2.1951], [-1.1510, 3.6318, 1.9940], [-0.5767, 2.6355, 1.7690], [2.7032, -1.3534, 2.0709], [3.7847, -0.7758, 0.6402], [5.4914, -0.1540, 1.3425], [4.2450, -2.3242, -0.2973], [3.0233, 0.4012, -0.2728], [3.8350, 1.3001, -0.9745], [5.1107, 0.9537, -1.5201], [5.9464, 1.8878, -2.0843], [5.5610, 3.2259, -2.1465], [4.3334, 3.6006, -1.5922], [3.4656, 2.6828, -1.0978], [3.2916, -2.0766, 2.6353], [1.7722, -1.7738, 1.7278], [2.4804, -0.4801, 2.6877], [5.7792, -0.6800, 2.2516], [5.4520, 0.8796, 1.5279], [6.2069, -0.3262, 0.5721], [4.9686, -2.9619, 0.1831], [4.6851, -2.0607, -1.2579], [3.3656, -2.8916, -0.5853], [5.3904, -0.0780, -1.4888], [6.9568, 1.6488, -2.4448], [6.2267, 3.9735, -2.6083], [4.0525, 4.6749, -1.5894], [2.5075, 2.8977, -0.6513]],
  "charge": -2,
  "de_lowest_kcal_mol": 7.4,
  "lumo_energy_ev": 3.811
}

---

{
  "formula": "C24H22Co2NO7",
  "method": "wB97M-V/def2-TZVPD",
  "elements": ["C", "C", "C", "C", "N", "C", "C", "O", "C", "C", "C", "H", "H", "H", "H", "H", "H", "H", "H", "H", "H", "H", "H", "H", "H", "H", "O", "C", "Co", "C", "O", "C", "O", "C", "C", "C", "C", "C", "C", "C", "C", "C", "Co", "C", "O", "C", "O", "C", "O", "H", "H", "H", "H", "H", "H", "H"],
  "positions_angstrom": [[-3.6017, -0.9030, 1.6543], [-3.4249, 0.5465, 2.1424], [-1.9450, 0.7984, 2.1793], [-1.2396, -0.3060, 1.8704], [0.1703, -0.4135, 1.9234], [1.0074, 0.7289, 2.3329], [2.4326, 0.5856, 1.7937], [2.9977, -0.6634, 2.1614], [2.2447, -1.7621, 1.6688], [0.7940, -1.7276, 2.1549], [-2.1615, -1.4447, 1.5398], [-4.2284, -1.4965, 2.3330], [-4.1028, -0.9194, 0.6784], [-3.9125, 1.2554, 1.4639], [-3.8657, 0.7151, 3.1342], [-1.5034, 1.6966, 2.5699], [0.5528, 1.6613, 1.9819], [1.0204, 0.7634, 3.4260], [2.4565, 0.6538, 0.6990], [3.1008, 1.3654, 2.1803], [2.3010, -1.7442, 0.5736], [2.7607, -2.6714, 2.0034], [0.7464, -1.9345, 3.2276], [0.2011, -2.4981, 1.6505], [-1.9822, -2.2667, 2.2368], [-1.9584, -1.8310, 0.5355], [-3.9721, 3.7036, -5.4862], [-3.3911, 3.7407, -4.5084], [-2.4481, 3.7711, -2.9449], [-0.9013, 2.8937, -3.0555], [0.0807, 2.3204, -3.0514], [-2.0299, 5.4931, -2.5165], [-1.7549, 6.5499, -2.1966], [-3.6290, 2.4752, -1.8642], [-3.0551, 3.4835, -0.9908], [-1.7819, 3.1897, -0.3045], [-1.2171, 4.0800, 0.5905], [0.1730, 4.0430, 0.8886], [0.7280, 4.9926, 1.7067], [-0.0468, 5.9896, 2.2826], [-1.3978, 6.0588, 1.9897], [-1.9744, 5.1444, 1.1547], [-5.1062, 3.6522, -1.0927], [-6.1631, 3.6542, -2.5959], [-6.8269, 3.6611, -3.5199], [-4.9291, 5.3759, -0.5125], [-4.7890, 6.4387, -0.1287], [-5.6721, 2.6517, 0.3046], [-6.0035, 2.0065, 1.1824], [-3.6935, 1.5024, -1.3742], [-1.1841, 2.3837, -0.6899], [0.7905, 3.3055, 0.3987], [1.7921, 4.9832, 1.8812], [0.4084, 6.7329, 2.9186], [-1.9992, 6.8451, 2.4172], [-3.0183, 5.2202, 0.9235]],
  "charge": -1,
  "de_lowest_kcal_mol": 24.8,
  "lumo_energy_ev": 1.848
}

---

{
  "formula": "C24H22FN5OS",
  "method": "wB97M-V/def2-TZVPD",
  "elements": ["C", "N", "C", "C", "C", "C", "C", "C", "N", "N", "C", "S", "C", "C", "O", "N", "C", "C", "C", "C", "C", "C", "C", "C", "N", "C", "C", "C", "C", "F", "C", "C", "H", "H", "H", "H", "H", "H", "H", "H", "H", "H", "H", "H", "H", "H", "H", "H", "H", "H", "H", "H", "H", "H"],
  "positions_angstrom": [[-0.6455, -2.7637, 0.5016], [0.7404, -2.6899, 0.1363], [1.2920, -3.2230, -0.9829], [2.6424, -3.0021, -0.9609], [2.9230, -2.3041, 0.2270], [1.7310, -2.1300, 0.8871], [1.4457, -1.4010, 2.1621], [0.7619, -0.1167, 1.8598], [-0.4586, 0.2104, 2.1931], [-0.7232, 1.4241, 1.6984], [0.3314, 1.8238, 1.0479], [0.5165, 3.3575, 0.2232], [-0.1998, 2.9210, -1.4209], [-0.9056, 1.5771, -1.3807], [-0.3454, 0.5838, -1.8148], [-2.1428, 1.5681, -0.8542], [-2.7966, 2.6970, -0.1961], [-3.8860, 2.0715, 0.6861], [-4.0129, 0.6855, 0.1333], [-4.9559, -0.2847, 0.3875], [-4.8352, -1.5161, -0.2450], [-3.7820, -1.7624, -1.1079], [-2.8209, -0.7939, -1.3663], [-2.9525, 0.4284, -0.7352], [1.3228, 0.8830, 1.1198], [2.5977, 0.9206, 0.5151], [3.7167, 1.1882, 1.2919], [4.9657, 1.2191, 0.7006], [5.0642, 0.9831, -0.6594], [6.2813, 1.0135, -1.2357], [3.9558, 0.7183, -1.4444], [2.7094, 0.6844, -0.8496], [-0.7811, -3.4042, 1.3777], [-1.2113, -3.1812, -0.3281], [-1.0447, -1.7755, 0.7357], [0.6859, -3.7194, -1.7149], [3.3513, -3.3021, -1.7065], [3.8862, -1.9718, 0.5633], [2.3905, -1.2057, 2.6738], [0.7946, -1.9785, 2.8211], [-0.8653, 3.7362, -1.6980], [0.6319, 2.8575, -2.1228], [-2.0815, 3.2611, 0.4012], [-3.2341, 3.3525, -0.9589], [-4.8203, 2.6300, 0.6486], [-3.5489, 2.0185, 1.7233], [-5.7745, -0.0902, 1.0638], [-5.5699, -2.2856, -0.0615], [-3.7062, -2.7226, -1.5964], [-1.9991, -0.9857, -2.0355], [3.6076, 1.3749, 2.3499], [5.8537, 1.4233, 1.2773], [4.0748, 0.5344, -2.4998], [1.8255, 0.4635, -1.4301]],
  "smiles": "Cn1cccc1Cc1nnc(SCC(=O)N2CCc3ccccc32)n1-c1ccc(F)cc1",
  "lumo_energy_ev": 0.567
}

---

{
  "formula": "C24H22IIrN10O7P2S",
  "method": "wB97M-V/def2-TZVPD",
  "elements": ["Ir", "N", "C", "N", "C", "N", "C", "C", "N", "C", "C", "N", "H", "H", "H", "H", "H", "O", "P", "O", "O", "O", "P", "O", "O", "O", "H", "H", "S", "C", "N", "N", "C", "C", "C", "C", "C", "C", "N", "N", "C", "C", "C", "C", "C", "C", "H", "H", "H", "H", "H", "H", "H", "H", "H", "H", "H", "I", "C", "C", "C", "C", "N", "C", "H", "H", "H", "H"],
  "positions_angstrom": [[0.2349, 0.9651, 0.3433], [3.5923, 2.0493, 3.1702], [3.2320, 1.3492, 2.0920], [2.0027, 1.6867, 1.7635], [1.6518, 2.6057, 2.7014], [2.5950, 2.8573, 3.5780], [0.3182, 3.2071, 2.6545], [-0.0776, 4.2076, 3.5221], [-1.2920, 4.7449, 3.4576], [-2.0944, 4.2684, 2.5179], [-1.7105, 3.2598, 1.6353], [-0.4973, 2.7232, 1.7032], [4.4656, 2.0340, 3.6723], [3.8616, 0.6333, 1.5900], [0.6040, 4.5762, 4.2783], [-3.0893, 4.6884, 2.4452], [-2.4151, 2.8973, 0.8992], [-1.1554, 1.9774, -3.9062], [-2.0509, 2.5565, -2.3170], [-2.9585, 3.4620, -3.0011], [-0.9383, 2.8790, -1.3885], [-2.6015, 1.0995, -2.0025], [-3.1357, 0.7781, -0.4601], [-4.0206, -0.5102, -0.7279], [-3.9088, 1.9440, -0.0152], [-1.9119, 0.3473, 0.3342], [-1.7559, 2.1211, -4.6541], [-3.5226, -1.3251, -0.5989], [0.5053, -0.9890, 1.9108], [-0.0027, -2.1823, 0.8232], [-0.3513, -3.4348, 1.1563], [-0.4114, -3.7148, 2.4023], [-0.7223, -4.9985, 2.8804], [-0.9196, -6.0644, 2.0090], [-1.2253, -7.3039, 2.5389], [-1.3304, -7.4795, 3.9148], [-1.1286, -6.4065, 4.7722], [-0.8234, -5.1590, 4.2582], [-0.0716, -2.0213, -0.5591], [0.1652, -0.8725, -0.9848], [0.0311, -0.6987, -2.3902], [0.5015, 0.6431, -2.8219], [0.0074, 1.0807, -4.1898], [-0.4088, -0.0214, -5.1075], [-0.6505, -1.2483, -4.6406], [-0.5235, -1.5770, -3.2255], [-0.2449, -2.9659, 3.0811], [-0.8325, -5.9128, 0.9429], [-1.3819, -8.1423, 1.8742], [-1.5703, -8.4539, 4.3172], [-1.2103, -6.5405, 5.8418], [-0.6660, -4.3137, 4.9182], [0.0046, 1.3432, -2.1539], [0.7253, 1.7422, -4.6708], [-0.5057, 0.2035, -6.1624], [-0.9607, -2.0319, -5.3194], [-0.8908, -2.5250, -2.8570], [4.0206, 5.2832, -1.6655], [3.2118, 3.4350, -2.0433], [3.3898, 2.7821, -3.2845], [2.8067, 1.5788, -3.4782], [1.9923, 0.9096, -2.4249], [1.9030, 1.6296, -1.1486], [2.4495, 2.7954, -1.0287], [3.9849, 3.2419, -4.0618], [2.9489, 1.0477, -4.4119], [2.4659, -0.0572, -2.2071], [2.2970, 3.3158, -0.0913]],
  "charge": 1,
  "de_lowest_kcal_mol": 48.8,
  "lumo_energy_ev": [-4.161, -5.368],
  "multiplicity": 6
}